The following is a quantum chemistry calculation of 2 unconnected molecules or ions with the total composition C21H45NO5P, from the Open Molecules 2025 dataset.

Atoms and positions in Å:
C: -1.062 -0.728 2.394
C: 0.276 0.036 2.329
C: 0.595 0.516 0.909
C: -0.062 1.877 0.674
P: 0.147 2.614 -0.972
C: 1.208 4.089 -0.932
C: 2.699 3.895 -1.225
C: 3.611 3.381 -0.091
C: 3.054 3.421 1.337
C: 0.655 1.457 -2.253
C: 1.984 0.701 -2.036
C: 1.805 -0.842 -1.972
N: 2.748 -1.634 -2.731
C: -1.484 3.231 -1.496
C: -2.642 2.287 -1.123
C: -3.448 2.879 0.036
C: -4.685 2.078 0.378
O: -5.770 2.608 0.644
O: -4.472 0.728 0.384
C: -5.363 -0.006 -0.494
C: -4.575 -1.007 -1.325
H: -1.571 -0.528 3.327
H: -0.864 -1.790 2.310
H: -1.700 -0.457 1.555
H: 0.283 0.875 3.017
H: 1.059 -0.646 2.643
H: 0.159 -0.184 0.201
H: 1.673 0.541 0.788
H: 0.318 2.611 1.381
H: -1.114 1.765 0.910
H: 1.008 4.644 -0.023
H: 0.803 4.687 -1.748
H: 2.819 3.289 -2.116
H: 3.073 4.875 -1.504
H: 4.498 4.005 -0.096
H: 3.974 2.377 -0.283
H: 3.895 3.443 2.022
H: 2.466 4.304 1.557
H: 2.520 2.505 1.564
H: -0.160 0.767 -2.451
H: 0.753 2.068 -3.149
H: 2.654 0.905 -2.863
H: 2.490 1.014 -1.131
H: 1.943 -1.138 -0.935
H: 0.789 -1.131 -2.226
H: 2.742 -1.403 -3.712
H: 3.682 -1.514 -2.372
H: -1.413 3.347 -2.575
H: -1.616 4.223 -1.074
H: -3.312 2.226 -1.974
H: -2.286 1.300 -0.850
H: -2.825 2.976 0.923
H: -3.773 3.878 -0.232
H: -6.077 -0.534 0.124
H: -5.897 0.679 -1.141
H: -4.982 -1.093 -2.325
H: -4.605 -1.987 -0.863
H: -3.531 -0.722 -1.410
C: 1.909 -4.566 -0.565
C: 0.663 -4.233 0.227
O: 0.164 -5.359 0.954
C: 0.813 -5.627 2.087
O: 1.722 -4.987 2.546
O: 0.264 -6.706 2.630
C: 0.892 -7.148 3.838
H: 1.729 -5.422 -1.217
H: 2.207 -3.718 -1.183
H: 2.739 -4.823 0.092
H: -0.144 -3.946 -0.446
H: 0.837 -3.401 0.913
H: 0.959 -6.339 4.562
H: 1.885 -7.541 3.624
H: 0.266 -7.941 4.235

Cartesian forces (eV/Å) of the 2 atoms listed first:
0.57 0.35 -0.11
-0.31 -0.52 -0.29

Calculated values
HOMO-LUMO gap = 10.0 eV
HOMO = -12.298 eV
net charge = +1

The following is a quantum chemistry calculation of 2 unconnected molecules or ions with the total composition C4H9NO, from the Open Molecules 2025 dataset.

Atoms and positions in Å:
C: 1.852 2.010 -0.891
C: 1.419 2.230 0.354
O: 0.346 2.821 0.928
H: 2.572 1.212 -1.018
H: 1.382 2.368 -1.790
H: 2.171 2.033 1.126
H: -0.106 3.324 0.218
C: -1.288 -3.281 0.213
N: -1.105 -2.352 -0.621
C: -1.163 -0.979 -0.061
H: -1.432 -4.289 -0.171
H: -1.245 -3.088 1.286
H: -0.104 -0.737 0.075
H: -1.682 -0.189 -0.585
H: -1.616 -1.082 0.935

Cartesian forces (eV/Å) of the 2 atoms listed first:
-1.12 -0.19 0.14
1.93 -0.26 0.81

Calculated values
HOMO-LUMO gap = 10.0 eV
SMILES = C=CO.C=NC
HOMO = -9.208 eV
net charge = 0

The following is a quantum chemistry calculation of 3 unconnected molecules or ions with the total composition C19H48O7S2Si4, from the Open Molecules 2025 dataset.

Atoms and positions in Å:
O: 2.636 -7.114 -1.014
C: 3.154 -6.046 -0.866
O: 4.460 -5.928 -0.526
C: 2.486 -4.708 -1.030
C: 1.082 -4.597 -0.421
C: 0.060 -5.652 -0.909
C: -1.226 -4.986 -1.375
O: -2.018 -5.848 -2.223
S: -1.962 -7.422 -2.054
O: -1.025 -7.930 -3.011
O: -3.308 -7.900 -2.080
C: -1.288 -7.741 -0.432
C: -0.268 -6.720 0.140
S: -0.947 -5.880 1.612
H: 4.930 -6.678 -0.926
H: 3.131 -3.972 -0.543
H: 2.476 -4.436 -2.090
H: 1.176 -4.604 0.667
H: 0.708 -3.601 -0.679
H: 0.498 -6.160 -1.773
H: -1.003 -4.108 -1.983
H: -1.848 -4.651 -0.542
H: -0.783 -8.697 -0.583
H: -2.121 -7.917 0.246
H: 0.627 -7.269 0.420
H: -1.268 -6.933 2.368
C: 0.343 2.295 4.352
Si: 0.653 0.491 4.731
C: 2.497 0.185 4.762
C: -0.065 0.081 6.399
O: -0.060 -0.459 3.589
Si: -0.035 -0.744 1.971
C: -1.264 -2.084 1.564
C: 1.671 -1.297 1.434
C: -0.481 0.813 1.036
H: 0.831 2.598 3.423
H: 0.734 2.923 5.155
H: -0.726 2.498 4.252
H: 2.717 -0.874 4.909
H: 2.959 0.744 5.579
H: 2.971 0.501 3.830
H: 0.107 -0.965 6.660
H: -1.141 0.262 6.423
H: 0.401 0.703 7.166
H: -1.017 -3.010 2.085
H: -1.257 -2.282 0.489
H: -2.277 -1.793 1.847
H: 2.409 -0.504 1.572
H: 1.667 -1.568 0.376
H: 2.000 -2.166 2.009
H: 0.275 1.588 1.179
H: -1.441 1.209 1.373
H: -0.554 0.607 -0.035
C: -0.920 3.312 -2.843
Si: -0.262 4.628 -1.688
C: -1.480 4.868 -0.290
C: 1.367 4.059 -0.984
O: -0.037 6.040 -2.501
Si: -0.868 7.164 -3.370
C: 0.309 8.497 -3.925
C: -2.212 7.929 -2.319
C: -1.649 6.370 -4.871
H: -1.920 3.561 -3.204
H: -0.981 2.352 -2.324
H: -0.269 3.189 -3.711
H: -1.164 5.678 0.371
H: -1.556 3.954 0.304
H: -2.476 5.110 -0.665
H: 1.779 4.795 -0.292
H: 2.103 3.888 -1.773
H: 1.226 3.121 -0.442
H: 0.775 8.995 -3.073
H: -0.230 9.250 -4.505
H: 1.103 8.090 -4.553
H: -2.973 7.194 -2.049
H: -2.705 8.737 -2.863
H: -1.801 8.342 -1.395
H: -2.416 5.646 -4.587
H: -0.902 5.850 -5.474
H: -2.122 7.130 -5.498

Cartesian forces (eV/Å) of the 2 atoms listed first:
-0.24 -0.45 -0.23
0.08 0.24 0.10

Calculated values
HOMO-LUMO gap = 9.9 eV
SMILES = O=C(O)CC[C@@H]1COS(=O)(=O)C[C@@H]1S.C[Si](C)(C)O[Si](C)(C)C.C[Si](C)(C)O[Si](C)(C)C
HOMO = -9.613 eV
net charge = 0

The following is a quantum chemistry calculation of a molecular structure, C28H25AsCl4ErGeO2S, from the Open Molecules 2025 dataset.

Atoms and positions in Å:
Er: -0.117 -0.368 1.098
Cl: -0.861 -6.539 4.049
C: -1.160 -4.913 3.533
C: -2.443 -4.404 3.509
Cl: -3.784 -5.386 4.000
C: -2.660 -3.090 3.082
Cl: -4.262 -2.431 3.016
C: -1.613 -2.264 2.695
O: -1.775 -1.035 2.256
C: -0.280 -2.784 2.733
O: 0.695 -1.988 2.333
C: -0.093 -4.099 3.134
Cl: 1.533 -4.723 3.106
C: -0.014 -1.182 -1.053
Ge: -0.402 0.562 -1.670
C: -1.389 0.667 -3.389
C: -2.273 -0.374 -3.678
C: -2.995 -0.405 -4.862
C: -2.832 0.603 -5.803
C: -1.938 1.632 -5.548
C: -1.227 1.660 -4.353
C: 0.800 2.151 -1.733
C: 2.178 2.012 -1.621
C: 3.028 3.112 -1.622
C: 2.504 4.391 -1.721
C: 1.128 4.559 -1.819
C: 0.292 3.451 -1.823
C: -1.770 1.208 -0.300
C: -1.482 2.053 0.778
C: -2.448 2.401 1.722
C: -3.734 1.912 1.598
C: -4.046 1.074 0.535
C: -3.080 0.725 -0.392
H: 0.674 -1.694 -1.735
H: -2.369 -1.191 -2.969
H: -3.677 -1.225 -5.055
H: -3.390 0.581 -6.732
H: -1.790 2.416 -6.281
H: -0.531 2.473 -4.182
H: 2.600 1.014 -1.518
H: 4.099 2.968 -1.531
H: 3.159 5.253 -1.712
H: 0.707 5.555 -1.890
H: -0.780 3.606 -1.893
H: -0.481 2.482 0.873
H: -2.183 3.039 2.556
H: -4.487 2.163 2.334
H: -5.047 0.670 0.442
H: -3.341 0.045 -1.192
C: 3.159 -2.051 0.616
As: 3.330 -0.806 2.064
C: 5.126 -0.163 1.779
C: 3.437 -1.716 3.743
S: 2.107 0.939 2.123
H: 3.904 -2.824 0.816
H: 3.389 -1.518 -0.306
H: 2.160 -2.473 0.563
H: 5.798 -1.003 1.603
H: 5.445 0.397 2.657
H: 5.115 0.498 0.915
H: 4.054 -2.607 3.625
H: 2.436 -1.995 4.055
H: 3.896 -1.019 4.444

Cartesian forces (eV/Å) of the 2 atoms listed first:
0.14 -0.51 -0.76
-0.02 0.00 0.00

Calculated values
2S+1 = 4
HOMO-LUMO gap (alpha / beta) = 5.4 / 5.4 eV
⟨S²⟩ = 3.75
HOMO (alpha / beta) = -3.180 / -3.182 eV
net charge = -1

The following is a quantum chemistry calculation of a molecular structure, C19H19N2O3PdS2, from the Open Molecules 2025 dataset.

Atoms and positions in Å:
Pd: -0.550 0.916 1.487
C: -2.154 -4.549 -0.176
C: -2.115 -3.404 -1.175
N: -0.783 -2.826 -1.318
C: 0.075 -3.462 -2.315
C: 0.038 -2.761 -3.663
C: -0.347 -1.769 -0.585
S: -1.403 -1.184 0.643
N: 0.887 -1.373 -0.932
C: 1.421 -0.191 -0.635
O: 0.888 0.838 -0.186
C: 2.894 -0.063 -0.976
C: 3.581 -1.033 -1.696
C: 4.938 -0.884 -1.956
C: 5.617 0.234 -1.485
C: 4.933 1.205 -0.765
C: 3.575 1.058 -0.516
H: -3.143 -5.014 -0.156
H: -1.925 -4.178 0.824
H: -1.425 -5.321 -0.435
H: -2.807 -2.619 -0.879
H: -2.421 -3.748 -2.166
H: -0.280 -4.491 -2.413
H: 1.092 -3.499 -1.935
H: -0.981 -2.728 -4.060
H: 0.665 -3.286 -4.388
H: 0.404 -1.738 -3.561
H: 3.037 -1.902 -2.047
H: 5.467 -1.642 -2.520
H: 6.677 0.347 -1.677
H: 5.457 2.076 -0.391
H: 3.022 1.803 0.041
O: 0.327 2.502 2.943
C: -0.864 2.256 3.292
O: -1.279 1.103 3.640
C: -1.883 3.351 3.144
C: -2.203 4.165 4.220
C: -3.134 5.187 4.086
C: -3.748 5.374 2.853
C: -3.438 4.550 1.780
C: -2.496 3.523 1.898
S: -2.118 2.497 0.504
H: -1.712 3.994 5.172
H: -3.377 5.822 4.929
H: -4.477 6.167 2.725
H: -3.932 4.696 0.825

Cartesian forces (eV/Å) of the 2 atoms listed first:
0.16 -0.50 -0.60
0.00 -0.07 0.08

Calculated values
2S+1 = 3
HOMO-LUMO gap (alpha / beta) = 7.1 / 6.4 eV
⟨S²⟩ = 2.01
HOMO (alpha / beta) = -4.321 / -4.174 eV
net charge = -1

The following is a quantum chemistry calculation of 9 unconnected molecules or ions with the total composition C40H106N8O12, from the Open Molecules 2025 dataset.

Atoms and positions in Å:
C: -0.038 0.517 2.097
O: 0.141 1.280 3.264
C: 1.180 0.866 4.128
C: 1.208 1.814 5.322
C: 1.569 3.252 4.951
N: 2.264 1.298 6.232
H: -0.974 0.879 1.672
H: -0.134 -0.544 2.357
H: 0.802 0.641 1.409
H: 1.037 -0.176 4.431
H: 2.113 0.979 3.554
H: 0.233 1.807 5.813
H: 1.531 3.889 5.838
H: 0.870 3.747 4.265
H: 2.553 3.305 4.482
H: 3.123 1.294 5.686
H: 2.416 2.013 6.936
C: 2.090 2.987 -2.354
O: 3.453 3.089 -2.663
C: 4.153 1.875 -2.637
C: 5.650 2.131 -2.802
C: 5.964 2.694 -4.182
N: 6.385 0.880 -2.551
H: 1.653 3.970 -2.188
H: 1.944 2.472 -1.400
H: 1.500 2.499 -3.139
H: 3.914 1.223 -1.793
H: 3.861 1.317 -3.543
H: 5.955 2.839 -2.026
H: 7.050 2.746 -4.269
H: 5.489 3.652 -4.389
H: 5.583 1.975 -4.915
H: 6.116 0.181 -3.248
H: 7.342 1.045 -2.863
C: 4.677 -5.406 -3.273
O: 3.349 -5.837 -3.395
C: 2.671 -6.252 -2.222
C: 2.276 -5.092 -1.339
C: 1.531 -5.578 -0.108
N: 1.452 -4.114 -2.064
H: 5.389 -6.230 -3.134
H: 4.794 -4.698 -2.446
H: 4.938 -4.946 -4.225
H: 1.788 -6.832 -2.496
H: 3.343 -6.965 -1.726
H: 3.173 -4.566 -1.002
H: 2.118 -6.272 0.500
H: 0.678 -6.213 -0.377
H: 1.179 -4.767 0.526
H: 0.521 -4.487 -2.237
H: 1.832 -3.983 -2.999
C: -3.852 1.590 0.129
O: -4.742 1.469 1.192
C: -4.300 0.549 2.154
C: -5.384 0.281 3.189
C: -5.577 1.420 4.186
N: -5.103 -0.960 3.911
H: -4.182 2.407 -0.520
H: -3.843 0.701 -0.518
H: -2.830 1.857 0.425
H: -4.074 -0.425 1.695
H: -3.389 0.882 2.666
H: -6.311 0.126 2.620
H: -6.414 1.154 4.834
H: -5.836 2.314 3.613
H: -4.706 1.652 4.797
H: -4.955 -1.707 3.234
H: -5.859 -1.311 4.484
C: -1.926 -2.626 1.267
O: -2.517 -3.826 1.724
C: -2.184 -4.867 0.812
C: -2.525 -6.205 1.431
C: -1.951 -6.385 2.818
N: -2.096 -7.332 0.588
H: -2.164 -1.820 1.962
H: -2.265 -2.353 0.264
H: -0.833 -2.675 1.272
H: -2.831 -4.721 -0.067
H: -1.156 -4.753 0.461
H: -3.619 -6.275 1.503
H: -0.879 -6.604 2.758
H: -2.326 -7.296 3.297
H: -2.136 -5.542 3.477
H: -2.394 -8.210 0.994
H: -2.585 -7.272 -0.302
C: 8.575 3.607 7.344
O: 7.944 4.063 6.179
C: 7.545 3.010 5.319
C: 7.014 3.669 4.050
N: 6.516 2.637 3.147
C: 5.727 3.186 2.049
C: 5.166 2.048 1.210
O: 4.089 1.395 1.835
C: 3.495 0.436 0.988
H: 9.558 3.175 7.121
H: 8.024 2.795 7.839
H: 8.654 4.396 8.088
H: 6.747 2.410 5.762
H: 8.412 2.387 5.072
H: 7.816 4.236 3.556
H: 6.237 4.377 4.338
H: 7.275 2.046 2.842
H: 6.375 3.770 1.379
H: 4.913 3.817 2.402
H: 5.954 1.327 0.957
H: 4.833 2.487 0.255
H: 2.838 -0.207 1.568
H: 4.224 -0.211 0.490
H: 2.917 0.986 0.237
C: 1.783 3.846 1.229
O: 0.905 4.200 0.189
C: -0.473 4.238 0.491
C: -1.289 4.695 -0.703
N: -1.391 3.705 -1.764
C: -2.081 4.217 -2.945
C: -2.149 3.084 -3.967
O: -0.837 2.867 -4.471
C: -0.822 1.906 -5.499
H: 1.656 4.503 2.096
H: 2.842 3.927 0.988
H: 1.591 2.813 1.527
H: -0.627 4.972 1.291
H: -0.835 3.261 0.835
H: -0.805 5.623 -1.045
H: -2.261 4.939 -0.269
H: -0.464 3.461 -2.098
H: -1.546 5.085 -3.351
H: -3.104 4.544 -2.746
H: -2.795 3.401 -4.796
H: -2.529 2.149 -3.546
H: 0.195 1.912 -5.886
H: -1.496 2.164 -6.325
H: -1.125 0.905 -5.174
C: -9.529 -2.914 -2.116
O: -8.785 -3.590 -3.090
C: -8.833 -2.957 -4.364
C: -8.271 -1.548 -4.414
N: -6.806 -1.558 -4.306
C: -6.343 -0.420 -3.515
C: -4.834 -0.332 -3.379
O: -4.422 -1.555 -2.790
C: -3.014 -1.723 -2.851
H: -9.151 -1.928 -1.829
H: -9.482 -3.529 -1.214
H: -10.597 -2.798 -2.340
H: -9.865 -2.954 -4.735
H: -8.268 -3.600 -5.039
H: -8.713 -0.860 -3.689
H: -8.545 -1.168 -5.404
H: -6.510 -2.364 -3.759
H: -6.700 -0.404 -2.474
H: -6.687 0.485 -4.027
H: -4.609 0.563 -2.784
H: -4.342 -0.181 -4.349
H: -2.442 -0.817 -2.634
H: -2.695 -2.097 -3.829
H: -2.797 -2.471 -2.087
C: -0.215 0.542 -1.466
C: 0.690 -0.637 -1.685
O: 0.873 -1.404 -0.471
H: 0.289 1.276 -0.832
H: -1.111 0.254 -0.913
H: -0.475 1.045 -2.397
H: 1.714 -0.409 -1.997
H: 0.211 -1.340 -2.378
H: 1.113 -2.302 -0.737

Cartesian forces (eV/Å) of the 2 atoms listed first:
0.11 -0.10 0.61
-0.55 0.47 0.40

Calculated values
HOMO-LUMO gap = 9.1 eV
SMILES = COC[C@H](C)N.COC[C@H](C)N.COC[C@H](C)N.COC[C@H](C)N.COC[C@H](C)N.COCCNCCOC.COCCNCCOC.COCCNCCOC.CCO
HOMO = -8.671 eV
net charge = 0

The following is a quantum chemistry calculation of a molecular structure, C13H25Li2O10P, from the Open Molecules 2025 dataset.

Atoms and positions in Å:
Li: -16.721 9.339 -22.597
Li: -15.102 7.699 -22.339
P: -16.714 7.552 -23.215
O: -15.443 6.917 -23.762
O: -16.495 8.058 -21.795
O: -17.976 6.788 -23.664
O: -16.740 8.803 -24.071
O: -13.669 10.834 -22.400
C: -14.572 9.935 -22.499
O: -15.744 10.275 -22.512
O: -14.306 8.744 -22.445
H: -14.266 11.577 -22.286
C: -17.222 11.354 -26.031
C: -16.440 10.463 -26.869
C: -17.263 9.176 -26.857
O: -17.929 9.079 -25.632
C: -17.776 10.375 -24.992
H: -18.066 11.800 -26.558
H: -16.699 12.222 -25.631
H: -15.504 10.117 -26.429
H: -16.300 10.820 -27.889
H: -16.559 8.363 -27.034
H: -17.915 9.264 -27.725
H: -17.154 10.211 -24.111
H: -18.769 10.751 -24.745
C: -19.475 10.835 -21.155
C: -20.093 9.568 -21.815
C: -18.947 8.986 -22.645
O: -17.897 9.876 -22.444
C: -17.992 10.563 -21.227
H: -19.899 11.035 -20.171
H: -19.728 11.735 -21.717
H: -20.940 9.775 -22.469
H: -20.531 8.834 -21.139
H: -19.136 9.039 -23.717
H: -18.732 7.971 -22.310
H: -17.454 11.511 -21.224
H: -17.671 9.888 -20.434
C: -14.894 9.581 -18.337
C: -15.120 8.451 -19.389
C: -16.397 8.956 -19.995
O: -17.189 9.300 -18.833
C: -16.341 9.749 -17.747
H: -14.591 10.449 -18.922
H: -14.095 9.319 -17.644
H: -15.291 7.508 -18.871
H: -14.344 8.309 -20.141
H: -16.949 8.208 -20.564
H: -16.441 9.789 -20.697
H: -16.387 9.112 -16.864
H: -16.528 10.793 -17.492

Cartesian forces (eV/Å) of the 2 atoms listed first:
4.60 -5.32 -1.74
0.31 -9.54 2.15

Calculated values
HOMO-LUMO gap = 4.2 eV
HOMO = 0.368 eV
net charge = -2

Calculated values (hartree) of E_tot for the records, taken in order: -1599.248809 -287.708698 -3234.101399 -8799.273310 -1995.015752 -2928.300403 -1618.709608.